Entry 1
Density functional theory data (ωB97M-V/def2-TZVPD) for a cluster of 2 separate species, C3H9N3O2 in total.

Positions of all 17 atoms, in Å:
H -2.59 -0.97 -0.17
N -2.43 -0.15 0.42
C -1.62 0.66 -0.16
N -1.04 0.46 -1.36
C -0.09 1.36 -1.95
H -1.33 1.60 0.34
H -1.37 -0.30 -1.95
H -0.55 2.32 -2.19
H 0.32 0.93 -2.87
H 0.75 1.53 -1.26
N 1.57 -1.17 2.91
O 0.60 -1.35 1.82
C 1.19 -1.23 0.59
O 2.35 -0.92 0.38
H 2.46 -1.08 2.41
H 1.34 -0.23 3.22
H 0.45 -1.46 -0.19

Its SMILES is [H]/N=C\NC.NOC=O. The value obtained for the frontier orbital gap is 0.3615 hartree.

Entry 2
Density functional theory data (ωB97M-V/def2-TZVPD) for the molecule C3H9N3O2.

Positions of all 17 atoms, in Å:
C 0.79 1.18 -1.38
C -0.32 0.38 -0.75
O -1.31 0.18 -1.67
O -0.85 1.05 0.50
C -0.30 0.01 1.28
N -1.15 -0.62 2.20
N 0.01 -0.81 0.02
N 1.26 -1.44 -0.03
H 1.55 1.42 -0.64
H 0.36 2.10 -1.77
H 1.23 0.62 -2.21
H -2.00 -0.36 -1.26
H 0.64 0.29 1.77
H -2.03 -0.89 1.80
H -1.15 -0.21 3.12
H 2.03 -0.78 -0.19
H 1.25 -2.12 -0.78

Its SMILES is C[C@]1(O)O[C@@H](N)N1N. The value obtained for the frontier orbital gap is 0.3855 hartree.

Least stable = entry 1

Entry 1
Density functional theory data (ωB97M-V/def2-TZVPD) for a structure of composition C3H9N3O2.

Positions of all 17 atoms, in Å:
C -0.81 1.22 0.42
C -2.25 0.95 0.20
N -0.23 -1.28 0.82
C 1.65 -0.79 -0.84
N 2.41 -0.86 0.28
O -0.23 -0.17 1.50
O 0.30 -0.87 -0.66
N 2.16 -0.59 -1.98
H -1.19 -1.49 0.48
H 1.99 -0.71 1.18
H 3.39 -0.64 0.17
H 1.46 -0.64 -2.72
H -0.22 1.41 -0.47
H -0.55 1.90 1.22
H -2.80 0.93 1.14
H -2.69 1.69 -0.47
H -2.37 -0.04 -0.27

The value obtained for the frontier orbital gap is 0.3434 hartree.

Entry 2
Density functional theory data (ωB97M-V/def2-TZVPD) for a cluster of 2 separate species, C3H9N3O2 in total.

Positions of all 17 atoms, in Å:
N -2.28 -1.31 -1.66
C -1.14 -0.76 -2.22
N -1.39 0.32 -3.04
O -0.02 -1.18 -2.01
H -2.09 -1.98 -0.94
H -3.03 -0.68 -1.45
H -2.26 0.33 -3.55
H -0.58 0.59 -3.58
C 0.86 -0.70 2.25
N 1.04 0.54 1.53
C 1.50 1.65 2.15
O 1.83 1.72 3.32
H 1.45 -0.63 3.16
H 1.24 -1.53 1.64
H -0.19 -0.89 2.48
H 0.79 0.63 0.56
H 1.55 2.54 1.49

Its SMILES is NC(N)=O.CNC=O. The value obtained for the frontier orbital gap is 0.3709 hartree.

Least stable = entry 1

Entry 1
Density functional theory data (ωB97M-V/def2-TZVPD) for a cluster of 2 separate species, H2NO4P in total.

Positions of all 8 atoms, in Å:
N 0.66 -0.82 -0.15
O 0.49 -0.59 1.07
O 0.49 -1.82 -0.77
O 0.85 1.70 0.35
O -1.92 0.33 -0.15
P 1.11 0.87 -0.99
H 0.43 0.97 0.91
H -2.11 -0.64 -0.26

The value obtained for the frontier orbital gap (spin up / spin down) is 0.3406 / 0.2359 hartree.

Entry 2
Density functional theory data (ωB97M-V/def2-TZVPD) for the molecule H2NO4P.

Positions of all 8 atoms, in Å:
O 2.27 0.24 0.22
N 1.59 -0.26 -0.61
P -0.15 -0.25 0.14
O -0.21 -1.09 1.38
O -1.46 -0.45 -0.89
O -0.23 1.31 0.50
H -1.62 -1.26 -0.41
H -0.20 1.76 -0.34

Its SMILES is O=NP(=O)(O)O. The value obtained for the frontier orbital gap is 0.3118 hartree.

Entry 3
Density functional theory data (ωB97M-V/def2-TZVPD) for the molecule H2NO4P.

Positions of all 8 atoms, in Å:
O -0.69 1.37 1.57
P -1.43 1.57 0.33
O -0.94 0.16 -0.56
N 0.41 -0.38 -0.87
O 0.60 -1.68 -0.29
O 1.35 0.35 -0.15
H -0.17 -2.27 -0.65
H 0.87 0.87 0.62

Its SMILES is O=PON(O)O. The value obtained for the frontier orbital gap is 0.3134 hartree.

Least stable = entry 1

Entry 1
Density functional theory data (ωB97M-V/def2-TZVPD) for a structure of composition C35H52InOP4.

Positions of all 93 atoms, in Å:
In -0.37 -1.11 0.07
P -0.24 -2.00 2.63
P 0.79 -2.29 -1.78
P -3.00 -1.78 0.01
H -0.96 2.56 -0.16
C -1.89 2.15 0.25
C -2.06 1.88 1.56
H -1.24 1.91 2.28
C 1.15 -1.46 3.72
C -0.01 -3.83 2.58
C -1.65 -1.81 3.78
C 0.44 -1.36 -3.27
C 2.55 -2.34 -1.42
C 0.09 -3.95 -1.86
C -4.29 -0.83 0.89
C -3.32 -3.53 0.46
C -3.54 -1.65 -1.72
H -2.67 1.95 -0.50
H -3.03 1.62 2.00
H 0.97 -0.43 4.07
H 2.10 -1.47 3.16
H 1.23 -2.13 4.60
H 0.88 -4.08 1.99
H -0.88 -4.32 2.11
H 0.12 -4.23 3.60
H -1.78 -0.76 4.04
H -1.47 -2.37 4.70
H -2.59 -2.16 3.34
H 0.99 -1.82 -4.11
H 0.75 -0.31 -3.15
H -0.64 -1.35 -3.48
H 3.10 -2.82 -2.25
H 2.72 -2.90 -0.49
H 2.92 -1.31 -1.28
H 0.68 -4.58 -2.54
H -0.96 -3.91 -2.20
H 0.11 -4.39 -0.85
H -5.30 -1.14 0.58
H -4.17 0.24 0.70
H -4.20 -0.99 1.97
H -4.33 -3.84 0.14
H -3.24 -3.66 1.55
H -2.58 -4.18 -0.03
H -4.59 -1.94 -1.85
H -2.92 -2.27 -2.39
H -3.43 -0.61 -2.05
C -3.25 -0.59 -5.28
C -3.06 -0.25 -6.64
C -3.93 0.70 -7.19
C -4.92 1.28 -6.36
C -5.18 0.80 -5.06
C -4.40 -0.24 -4.57
O -2.25 -1.22 -4.59
H -1.46 -1.27 -5.18
H -2.29 -0.76 -7.22
H -3.85 0.98 -8.25
H -5.55 2.09 -6.75
H -5.99 1.20 -4.43
H -4.61 -0.78 -3.65
C 6.59 0.50 1.45
C 5.71 -0.59 1.40
C 4.33 -0.38 1.37
C 3.82 0.93 1.43
C 4.71 2.02 1.50
C 6.09 1.80 1.49
P 2.01 1.19 1.45
C 1.90 2.09 3.07
C 0.86 3.00 3.33
C 0.70 3.54 4.61
C 1.55 3.17 5.65
C 2.59 2.26 5.40
C 2.78 1.74 4.12
C 1.93 2.46 0.15
C 1.82 3.83 0.42
C 1.65 4.75 -0.62
C 1.66 4.31 -1.95
C 1.87 2.95 -2.24
C 2.00 2.03 -1.20
H 7.67 0.33 1.45
H 6.09 -1.61 1.38
H 3.64 -1.22 1.32
H 4.33 3.04 1.55
H 6.77 2.66 1.52
H 0.19 3.30 2.52
H -0.09 4.27 4.77
H 1.43 3.59 6.64
H 3.27 1.96 6.20
H 3.62 1.08 3.94
H 1.88 4.19 1.45
H 1.53 5.81 -0.38
H 1.51 5.03 -2.76
H 1.94 2.63 -3.28
H 2.18 0.98 -1.44

As for the total charge: +3. The value obtained for the frontier orbital gap is 0.1440 hartree.

Entry 2
Density functional theory data (ωB97M-V/def2-TZVPD) for a structure of composition C35H52InOP4.

Positions of all 93 atoms, in Å:
In 1.01 0.03 0.03
P 2.67 1.03 1.27
P 0.07 1.76 -1.17
P 2.40 -0.48 -1.75
H -0.78 -2.19 0.03
C 0.24 -1.98 -0.29
C 1.30 -2.00 0.70
H 1.04 -2.21 1.74
C 2.43 1.43 3.06
C 3.48 2.63 0.79
C 4.19 -0.02 1.48
C -1.30 1.39 -2.38
C -0.73 3.19 -0.30
C 1.11 2.82 -2.30
C 3.31 -2.09 -1.73
C 3.82 0.59 -2.26
C 1.57 -0.69 -3.39
H 0.42 -2.44 -1.26
H 2.25 -2.46 0.44
H 2.02 0.56 3.58
H 1.73 2.26 3.17
H 3.38 1.71 3.53
H 2.73 3.42 0.81
H 3.87 2.55 -0.23
H 4.30 2.89 1.46
H 3.89 -0.96 1.95
H 4.94 0.48 2.10
H 4.62 -0.25 0.51
H -1.66 2.30 -2.88
H -2.13 0.92 -1.85
H -0.94 0.68 -3.13
H -1.10 3.93 -1.03
H 0.00 3.67 0.36
H -1.58 2.86 0.31
H 0.50 3.61 -2.75
H 1.54 2.22 -3.11
H 1.92 3.27 -1.73
H 3.87 -2.21 -2.66
H 2.61 -2.92 -1.62
H 4.01 -2.12 -0.88
H 4.27 0.21 -3.19
H 4.58 0.58 -1.48
H 3.50 1.62 -2.42
H 2.27 -1.07 -4.15
H 1.16 0.26 -3.74
H 0.74 -1.40 -3.28
C -1.60 -0.84 -7.10
C -2.72 -1.38 -7.75
C -2.92 -2.76 -7.75
C -2.02 -3.61 -7.11
C -0.91 -3.06 -6.47
C -0.69 -1.69 -6.46
O -1.35 0.51 -7.06
H -2.05 0.97 -7.54
H -3.43 -0.72 -8.25
H -3.79 -3.17 -8.25
H -2.18 -4.68 -7.11
H -0.20 -3.71 -5.96
H 0.17 -1.25 -5.96
C -2.94 3.26 4.95
C -2.04 3.68 3.98
C -1.38 2.74 3.18
C -1.63 1.37 3.34
C -2.55 0.96 4.32
C -3.20 1.90 5.12
P -0.66 0.21 2.32
C -0.01 -0.60 3.91
C 0.17 -2.01 4.05
C 0.68 -2.58 5.22
C 1.01 -1.78 6.31
C 0.81 -0.41 6.24
C 0.31 0.17 5.07
C -2.18 -0.62 1.75
C -2.65 -1.77 2.42
C -3.82 -2.42 2.01
C -4.54 -1.91 0.93
C -4.10 -0.76 0.27
C -2.92 -0.12 0.69
H -3.44 3.99 5.58
H -1.83 4.74 3.85
H -0.66 3.08 2.46
H -2.74 -0.09 4.50
H -3.89 1.57 5.89
H -0.09 -2.71 3.28
H 0.81 -3.65 5.29
H 1.41 -2.23 7.22
H 1.06 0.21 7.10
H 0.20 1.25 5.08
H -2.17 -2.19 3.27
H -4.16 -3.30 2.54
H -5.45 -2.41 0.62
H -4.67 -0.37 -0.55
H -2.60 0.78 0.20

As for the total charge: +3. The value obtained for the frontier orbital gap is 0.1054 hartree.

Least stable = entry 2

Entry 1
Density functional theory data (ωB97M-V/def2-TZVPD) for a cluster of 2 separate species, C8H18N3 in total.

Positions of all 29 atoms, in Å:
C -1.38 -2.79 -2.36
N -0.12 -2.05 -2.34
C 1.14 -2.79 -2.36
C -0.12 -0.75 -2.31
H -1.15 -3.85 -2.36
H -1.98 -2.53 -1.47
H -1.97 -2.53 -3.25
H 0.91 -3.86 -2.36
H 1.73 -2.53 -3.25
H 1.74 -2.54 -1.47
H 0.84 -0.22 -2.31
H -1.07 -0.22 -2.31
C 0.15 2.63 -0.61
C 0.11 1.88 0.70
N 0.06 0.60 0.67
C 0.09 -0.11 1.96
C -0.35 0.70 3.16
C 0.30 2.07 3.15
N 0.11 2.64 1.83
H 0.13 3.71 -0.47
H 1.06 2.34 -1.17
H -0.69 2.31 -1.23
H -0.58 -0.97 1.83
H 1.11 -0.48 2.16
H -1.44 0.84 3.12
H -0.11 0.18 4.09
H -0.14 2.74 3.90
H 1.38 1.96 3.37
H 0.25 3.63 1.70

As for the total charge: +1. The value obtained for the frontier orbital gap is 0.2536 hartree.

Entry 2
Density functional theory data (ωB97M-V/def2-TZVPD) for the ion C8H18N3 with charge +1.

Positions of all 29 atoms, in Å:
C -1.75 3.76 0.12
C -1.73 2.25 0.21
C -0.62 1.52 -0.45
C -0.74 -0.02 -0.60
N 0.39 -0.58 0.17
C 0.10 -0.97 1.53
C 1.12 -1.58 -0.63
C 0.47 -2.96 -0.64
C 2.53 -1.81 -0.11
N 1.21 0.84 0.53
N 0.63 1.76 0.13
H -1.73 3.97 -0.90
H -0.85 4.18 0.51
H -2.57 4.19 0.59
H -2.66 1.89 -0.24
H -1.71 2.14 1.25
H -0.63 1.88 -1.45
H -1.72 -0.42 -0.36
H -0.76 -0.20 -1.62
H 0.29 -0.21 2.18
H -0.86 -1.22 1.74
H 0.91 -1.73 1.71
H 1.24 -1.08 -1.63
H 0.01 -3.13 -1.65
H 1.14 -3.85 -0.62
H -0.34 -3.14 0.10
H 2.58 -2.85 0.31
H 2.76 -1.02 0.61
H 3.29 -1.62 -0.81

As for the total charge: +1. Its SMILES is CC[C@@H]1C[N@@+](C)(C(C)C)N=N1. The value obtained for the frontier orbital gap is 0.4109 hartree.

Least stable = entry 2

Entry 1
Density functional theory data (ωB97M-V/def2-TZVPD) for a cluster of 2 separate species, C6H7ClNO2 in total.

Positions of all 17 atoms, in Å:
C 1.54 0.74 -0.06
C 2.50 -0.15 0.63
C 1.88 1.95 -0.31
C 0.48 -0.18 -0.48
C 1.09 -1.59 -0.50
C -1.72 0.77 1.28
N 2.36 -1.44 0.14
O 1.84 3.15 -0.31
O 3.54 0.01 1.30
Cl -3.05 1.19 0.28
H -2.02 0.12 2.08
H -0.19 -0.04 -1.37
H 0.60 -2.40 0.07
H 1.24 -2.04 -1.53
H -1.10 1.59 1.72
H -0.86 0.39 0.58
H 2.85 -2.16 0.69

As for the total charge: -1. The value obtained for the frontier orbital gap is 0.1966 hartree.

Entry 2
Density functional theory data (ωB97M-V/def2-TZVPD) for a structure of composition C6H7ClNO2.

Positions of all 17 atoms, in Å:
C 2.17 0.03 -0.16
C 0.80 -0.59 -0.67
C 3.43 -0.44 -0.51
C -0.46 0.18 -0.34
C 0.05 -1.74 0.03
C -2.11 1.75 0.37
N -1.13 -0.87 0.08
O -2.31 -1.27 0.31
O -0.98 1.46 -0.45
Cl 4.64 0.54 0.31
H 1.91 0.89 0.51
H 0.94 -0.73 -1.67
H 0.00 -2.67 -0.47
H 0.44 -1.91 1.09
H -2.04 1.65 1.37
H -2.86 0.94 0.10
H -2.48 2.78 0.11

As for the total charge: -1. The value obtained for the frontier orbital gap is 0.2453 hartree.

Entry 3
Density functional theory data (ωB97M-V/def2-TZVPD) for a cluster of 2 separate species, C6H7ClNO2 in total.

Positions of all 17 atoms, in Å:
C -1.33 2.30 -1.22
C -1.70 -0.14 1.36
C 1.17 -1.49 -1.04
C 1.27 0.55 0.75
C 0.48 -0.57 0.05
C -0.70 -0.94 0.39
N -0.61 2.97 -1.82
O -1.49 -0.41 2.55
O -2.48 0.64 0.85
Cl -1.52 -2.26 -0.48
H 1.69 -0.76 -1.70
H 0.58 -2.09 -1.69
H 1.87 -2.16 -0.52
H 1.63 1.45 0.19
H 2.23 0.21 1.08
H 0.68 1.05 1.66
H -1.77 1.66 -0.40

As for the total charge: -1. The value obtained for the frontier orbital gap is 0.3034 hartree.

Least stable = entry 2

Entry 1
Density functional theory data (ωB97M-V/def2-TZVPD) for the molecule C3H6N2S.

Positions of all 12 atoms, in Å:
C 1.05 1.39 -0.55
C 0.19 -0.56 -0.45
C -0.59 -0.48 0.88
N 2.20 1.24 -0.15
N 1.39 -1.21 -0.40
S 2.69 -0.29 0.32
H 0.74 2.31 -1.08
H -0.34 -0.51 -1.33
H -0.78 0.62 1.02
H 0.11 -0.94 1.61
H -1.43 -1.10 0.66
H 1.75 -1.31 -1.37

As for the expectation value of S²: 2.0203. Its multiplicity is 3. The value obtained for the frontier orbital gap (spin up / spin down) is 0.2054 / 0.2155 hartree.

Entry 2
Density functional theory data (ωB97M-V/def2-TZVPD) for the molecule C3H6N2S.

Positions of all 12 atoms, in Å:
C -2.13 -0.84 0.05
C 0.45 -0.53 0.33
C 1.50 0.50 -0.12
N -1.60 -0.48 1.31
N -0.40 -0.25 1.38
S -0.80 -0.82 -1.24
H -2.42 -1.96 -0.03
H -3.03 -0.28 -0.41
H 0.76 -1.52 0.52
H 1.02 1.38 -0.49
H 1.92 0.07 -1.04
H 2.04 1.02 0.71

As for the expectation value of S²: 2.0127. Its multiplicity is 3. The value obtained for the frontier orbital gap (spin up / spin down) is 0.2221 / 0.2005 hartree.

Least stable = entry 1

Entry 1
Density functional theory data (ωB97M-V/def2-TZVPD) for a cluster of 2 separate species, C2H6O3P in total.

Positions of all 12 atoms, in Å:
C 1.58 -0.42 0.03
C 0.27 0.41 -0.14
O -1.93 -0.68 -1.17
O -2.26 0.64 1.02
O 0.08 1.14 -1.25
P -1.42 -0.28 0.21
H 2.39 0.25 0.38
H 1.50 -1.20 0.86
H 1.75 -1.08 -0.85
H 0.12 1.44 1.05
H -0.86 1.26 -1.22
H -1.22 -1.46 1.09

As for the total charge: -1. The value obtained for the frontier orbital gap is 0.3113 hartree.

Entry 2
Density functional theory data (ωB97M-V/def2-TZVPD) for a structure of composition C2H6O3P.

Positions of all 12 atoms, in Å:
C 2.02 -0.67 0.27
C -1.40 0.57 0.39
O 0.97 -0.14 1.08
O 1.66 -0.13 -0.96
O 0.59 2.28 -0.02
P 0.32 0.86 -0.31
H 2.96 -0.28 0.59
H 1.86 -1.69 0.50
H 0.05 0.68 -1.64
H -1.34 0.19 1.34
H -2.00 -0.06 -0.18
H -1.80 1.64 0.37

As for the total charge: -1. The value obtained for the frontier orbital gap is 0.3181 hartree.

Entry 3
Density functional theory data (ωB97M-V/def2-TZVPD) for the ion C2H6O3P with charge -1.

Positions of all 12 atoms, in Å:
C 0.01 0.10 0.89
C -0.63 0.07 -0.46
O -0.59 1.35 -1.06
P 0.34 -1.15 -1.55
O 0.43 -0.48 -2.90
O -0.03 -2.55 -1.35
H -0.51 -0.54 1.67
H 1.05 -0.44 0.95
H -0.01 1.12 1.30
H -1.67 -0.40 -0.52
H -0.96 1.36 -2.00
H 1.64 -1.04 -0.65

As for the total charge: -1. Its SMILES is C[C@@H](O)[P@H](=O)[O-]. The value obtained for the frontier orbital gap is 0.3084 hartree.

Least stable = entry 1